Record 1
C37H49ClCrIN6O7P2S | ωB97M-V/def2-TZVPD

Last column: Mulliken spin population.
Geometry (Å):
1 Cr -1.38 0.50 -0.16  3.1858
2 Cl -0.33 5.53 4.42  0.0013
3 C -0.65 4.02 3.64  0.0121
4 C -0.98 2.93 4.38  -0.0080
5 C -1.24 1.69 3.77  0.0196
6 I -1.75 0.02 4.90  0.0004
7 C -1.16 1.54 2.41  0.0116
8 O -1.37 0.38 1.75  -0.0358
9 C -0.85 2.69 1.64  -0.0118
10 N -0.81 2.50 0.29  -0.0703
11 C -0.45 3.50 -0.49  0.0370
12 C -0.15 4.77 0.02  -0.0062
13 C -0.21 4.99 1.36  0.0132
14 C -0.57 3.93 2.23  -0.0177
15 H -1.05 3.03 5.46  -0.0004
16 H -0.40 3.30 -1.56  0.0004
17 H 0.14 5.56 -0.67  0.0002
18 H 0.01 5.97 1.78  0.0004
19 C 0.28 -3.78 0.83  -0.0039
20 C 1.05 -3.90 -0.47  0.0004
21 C 1.91 -5.13 -0.55  -0.0002
22 O 1.97 -2.75 -0.60  0.0008
23 P 1.52 -1.41 -1.26  0.0325
24 O 0.19 -0.92 -0.81  -0.1069
25 C 2.98 -0.38 -0.97  -0.0003
26 P 2.86 0.75 0.46  0.0001
27 O 1.48 1.10 0.82  -0.0021
28 O 3.65 -0.06 1.55  0.0004
29 C 3.26 -0.03 2.98  0.0000
30 C 2.14 -1.02 3.22  -0.0045
31 C 4.51 -0.35 3.76  -0.0001
32 O 3.66 2.05 0.08  0.0000
33 C 5.03 2.25 -0.42  0.0002
34 C 5.99 1.13 -0.07  -0.0001
35 C 4.96 2.53 -1.91  0.0000
36 O 1.41 -1.62 -2.83  0.0005
37 C 2.49 -2.24 -3.63  0.0003
38 C 1.91 -3.47 -4.29  0.0000
39 C 2.98 -1.21 -4.62  0.0000
40 H -0.40 -4.63 0.93  0.0001
41 H -0.31 -2.86 0.85  0.0044
42 H 0.97 -3.78 1.68  -0.0002
43 H 0.36 -3.86 -1.32  -0.0002
44 H 2.67 -5.11 0.23  0.0001
45 H 2.41 -5.20 -1.52  -0.0001
46 H 1.29 -6.02 -0.41  0.0001
47 H 3.18 0.19 -1.88  -0.0009
48 H 3.81 -1.06 -0.78  -0.0004
49 H 2.92 0.98 3.21  -0.0001
50 H 2.48 -2.03 2.95  0.0001
51 H 1.26 -0.77 2.62  0.0011
52 H 1.86 -1.02 4.27  0.0000
53 H 4.88 -1.34 3.49  0.0000
54 H 4.30 -0.33 4.83  0.0000
55 H 5.30 0.38 3.55  0.0000
56 H 5.35 3.16 0.09  0.0000
57 H 5.77 0.23 -0.65  0.0002
58 H 5.95 0.88 0.99  0.0000
59 H 7.00 1.45 -0.32  0.0000
60 H 4.75 1.62 -2.47  -0.0001
61 H 5.91 2.94 -2.26  0.0000
62 H 4.17 3.26 -2.12  0.0000
63 H 3.29 -2.53 -2.95  0.0000
64 H 1.05 -3.20 -4.91  0.0000
65 H 1.59 -4.21 -3.54  0.0000
66 H 2.67 -3.94 -4.93  0.0000
67 H 2.16 -0.90 -5.27  0.0000
68 H 3.77 -1.65 -5.24  0.0000
69 H 3.39 -0.34 -4.11  0.0000
70 N -4.80 2.44 -1.33  0.0055
71 C -5.28 2.32 -0.02  -0.0020
72 C -6.46 2.76 0.57  0.0012
73 C -6.61 2.48 1.91  -0.0006
74 C -5.61 1.80 2.64  -0.0009
75 C -4.45 1.38 2.04  -0.0095
76 C -4.29 1.64 0.68  0.0192
77 N -3.25 1.36 -0.21  -0.0577
78 C -3.59 1.85 -1.37  0.0321
79 C -2.69 1.70 -2.50  0.0267
80 C -2.76 2.13 -3.78  0.0032
81 S -1.37 1.60 -4.63  0.0051
82 C -0.77 0.85 -3.24  0.0263
83 N -1.55 0.97 -2.20  -0.0652
84 H -5.27 2.89 -2.09  -0.0003
85 H -7.23 3.28 0.01  -0.0002
86 H -7.51 2.80 2.42  0.0000
87 H -5.76 1.61 3.69  -0.0001
88 H -3.68 0.86 2.61  0.0045
89 H -3.53 2.71 -4.26  0.0003
90 H 0.15 0.27 -3.25  0.0002
91 C -4.54 -3.21 2.17  -0.0004
92 C -3.77 -2.69 1.00  0.0119
93 C -3.72 -3.09 -0.32  0.0037
94 C -2.82 -2.23 -0.95  0.0325
95 N -2.35 -1.33 -0.07  -0.1087
96 N -2.97 -1.63 1.11  0.0073
97 C -2.38 -2.26 -2.38  0.0110
98 H -4.71 -4.28 2.08  0.0001
99 H -5.52 -2.73 2.21  0.0008
100 H -4.03 -3.01 3.11  0.0002
101 H -4.25 -3.92 -0.77  0.0002
102 H -2.63 -1.16 1.94  -0.0046
103 H -2.00 -3.25 -2.63  0.0015
104 H -1.59 -1.54 -2.57  0.0017
105 H -3.22 -2.06 -3.05  0.0020

Its spin multiplicity is 4. The value obtained for the HOMO energy (spin up / spin down) is -12.3677 / -12.4550 eV. The value obtained for the electronic energy is -140893.469 eV. The total charge is +2. The energy above the lowest of the compared OMol25 structures with the same formula, charge and spin is 0.00 kJ/mol. As for the expectation value of S²: 3.775.



Record 2
C37H49F17O4 | ωB97M-V/def2-TZVPD

Last column: Mulliken charge in e.
Geometry (Å):
1 C -1.72 3.27 3.49  0.1530
2 C -2.64 3.02 2.60  -0.1194
3 C -3.72 2.51 1.54  -0.6861
4 C -4.39 3.68 0.68  0.1422
5 C -5.06 4.84 1.18  0.5060
6 F -5.14 5.03 2.61  -0.2747
7 C -5.72 5.88 0.12  0.1629
8 O -5.81 7.13 0.34  -0.5178
9 C -6.29 5.19 -1.24  -0.5304
10 C -5.63 4.01 -1.78  0.2871
11 C -6.18 3.25 -3.09  -0.5066
12 C -5.06 2.96 -4.21  -0.3892
13 C -5.66 1.77 -5.17  -0.6554
14 C -5.53 0.30 -4.50  -0.6870
15 C -4.15 -0.47 -4.96  0.1902
16 C -4.28 -1.99 -4.43  -0.6565
17 C -2.99 -2.92 -4.70  -0.5514
18 C -2.82 -3.41 -6.23  -0.7707
19 C -2.52 -2.25 -7.30  -0.7609
20 C -1.41 -1.17 -6.85  -0.2613
21 C -0.08 -1.13 -7.78  -0.7804
22 C 1.05 -2.07 -7.09  -0.0330
23 C 2.55 -1.42 -7.18  -0.7882
24 C 3.71 -2.33 -6.54  -0.3743
25 C 3.20 -3.68 -5.81  -0.2261
26 C 4.41 -4.47 -5.09  -0.6203
27 C 4.14 -4.56 -3.49  -0.5274
28 C 4.53 -3.11 -2.86  -0.8504
29 C -4.34 3.52 -0.93  0.3530
30 O -3.30 2.99 -1.43  -0.5547
31 H -0.85 3.48 4.23  -0.0519
32 H -3.28 1.72 0.82  0.2949
33 H -4.55 1.97 2.14  0.3185
34 H -7.24 5.63 -1.74  0.3208
35 H -6.57 2.20 -2.75  0.2376
36 H -7.09 3.80 -3.55  0.3008
37 H -4.89 3.88 -4.91  0.3008
38 H -4.06 2.56 -3.82  0.2370
39 H -5.14 1.74 -6.19  0.3591
40 H -6.80 1.96 -5.31  0.3318
41 H -6.40 -0.35 -4.91  0.3257
42 H -5.63 0.29 -3.35  0.2560
43 H -3.29 0.13 -4.48  0.1564
44 H -4.13 -0.37 -6.11  -0.1233
45 H -5.28 -2.48 -4.77  0.2394
46 H -4.38 -1.92 -3.27  0.2579
47 H -2.04 -2.44 -4.25  0.2631
48 H -3.16 -3.89 -4.07  0.3265
49 H -3.84 -3.89 -6.54  0.2881
50 H -2.05 -4.28 -6.33  0.2958
51 H -3.46 -1.69 -7.68  0.3795
52 H -2.09 -2.78 -8.25  0.4248
53 H -1.90 -0.11 -6.95  0.2563
54 H -1.06 -1.25 -5.76  0.2011
55 H -0.28 -1.40 -8.89  0.3525
56 H 0.35 -0.04 -7.73  0.3573
57 H 0.86 -2.22 -5.95  0.0424
58 H 1.00 -3.11 -7.57  0.1759
59 H 2.73 -1.18 -8.31  0.2184
60 H 2.47 -0.39 -6.64  0.2787
61 H 4.44 -2.64 -7.40  0.2552
62 H 4.24 -1.68 -5.74  0.1703
63 H 2.64 -4.34 -6.59  0.2202
64 H 2.41 -3.47 -4.98  0.0951
65 H 5.39 -3.88 -5.31  0.2933
66 H 4.54 -5.53 -5.54  0.3209
67 H 4.78 -5.41 -3.04  0.3161
68 H 3.03 -4.75 -3.27  0.2866
69 H 4.55 -3.19 -1.71  0.3209
70 H 3.77 -2.31 -3.19  0.1853
71 H 5.56 -2.83 -3.29  0.2381
72 C 2.01 4.88 7.35  -0.7218
73 C 3.47 5.28 7.10  0.9094
74 C 3.85 5.51 5.63  0.0666
75 F 3.67 4.41 4.87  -0.1979
76 F 5.17 5.82 5.53  -0.2846
77 F 4.29 4.38 7.69  -0.2610
78 F 3.68 6.46 7.76  -0.3349
79 O 1.73 3.48 7.52  -0.3702
80 C 1.57 2.72 6.33  0.7663
81 C 2.69 1.69 6.14  0.8793
82 F 3.91 2.27 6.13  -0.2243
83 F 2.56 1.05 4.94  -0.2787
84 F 1.42 3.55 5.28  -0.3059
85 F 0.39 2.07 6.47  -0.3030
86 H 1.74 5.32 8.32  0.4125
87 H 1.31 5.35 6.65  0.3109
88 H 3.28 6.33 5.20  0.2888
89 H 2.68 0.94 6.93  -0.3647
90 C 4.63 -1.75 9.81  -0.8592
91 C 3.49 -1.30 8.88  1.0706
92 C 2.08 -1.71 9.29  0.0808
93 F 1.93 -3.04 9.39  -0.2187
94 F 1.17 -1.29 8.38  -0.2617
95 F 3.77 -1.71 7.61  -0.2971
96 F 3.52 0.07 8.83  -0.3392
97 O 5.34 -2.94 9.46  -0.4068
98 C 4.74 -4.17 9.84  0.7446
99 C 4.28 -5.01 8.64  0.2068
100 F 3.42 -4.33 7.85  -0.2050
101 F 3.63 -6.12 9.05  -0.2569
102 F 3.76 -3.94 10.73  -0.2706
103 F 5.70 -4.86 10.51  -0.2940
104 H 5.39 -0.96 9.75  0.4382
105 H 4.32 -1.75 10.86  0.3472
106 H 1.81 -1.26 10.26  0.2985
107 H 5.13 -5.32 8.02  0.2396

The value obtained for the HOMO energy is -9.7635 eV. The value obtained for the electronic energy is -93539.218 eV. The total charge is 0. As for the SMILES: C#CCC1=C(F)C(=O)C=C(CCCCCCCCCCCCCCCCCC)C1=O.FC(F)C(F)(F)COC(F)(F)C(F)F.FC(F)C(F)(F)COC(F)(F)C(F)F.



Record 3
C37H50B2BrF4MnN9O3 | ωB97M-V/def2-TZVPD

Last column: Mulliken spin population.
Geometry (Å):
1 Mn -0.22 0.25 0.02  4.0121
2 C 2.85 2.75 -3.17  0.0000
3 C 1.95 2.20 -2.07  0.0034
4 C 0.64 2.98 -2.05  0.0139
5 C 1.82 0.71 -2.21  0.0420
6 C 2.39 -0.09 -3.20  -0.0014
7 C 2.05 -1.39 -2.90  0.0267
8 C 2.22 -2.62 -3.74  0.0021
9 C 0.92 -2.86 -4.52  0.0008
10 C 3.41 -2.50 -4.68  0.0004
11 N 1.33 -1.37 -1.76  0.0020
12 N 1.16 -0.09 -1.37  -0.0872
13 B 0.84 -2.52 -0.85  -0.0152
14 N -0.70 -2.51 -0.83  -0.0010
15 N -1.39 -1.44 -0.33  -0.0018
16 C -2.70 -1.73 -0.43  0.0273
17 C -2.83 -3.00 -0.98  0.0025
18 C -1.55 -3.45 -1.24  0.0116
19 C -1.17 -4.77 -1.85  -0.0012
20 C -1.98 -5.01 -3.12  0.0003
21 C -1.38 -5.90 -0.84  0.0011
22 C -3.87 -0.90 0.03  -0.0021
23 C -4.15 0.34 -0.82  -0.0009
24 C -5.13 -1.76 0.10  -0.0002
25 N 1.38 -2.34 0.58  -0.0145
26 N 0.94 -1.31 1.36  0.0678
27 C 1.57 -1.40 2.53  0.0246
28 C 2.43 -2.51 2.51  0.0061
29 C 2.28 -3.08 1.26  0.0110
30 C 3.05 -4.27 0.77  -0.0009
31 C 2.19 -5.50 0.47  0.0004
32 C 3.99 -3.93 -0.39  -0.0007
33 C 1.45 -0.42 3.66  0.0065
34 C 1.70 -1.11 5.00  -0.0003
35 C 0.12 0.33 3.70  -0.0205
36 H 3.00 3.83 -3.03  0.0002
37 H 2.39 2.60 -4.15  -0.0001
38 H 3.84 2.28 -3.17  -0.0001
39 H 2.47 2.38 -1.12  0.0036
40 H 0.07 2.81 -2.97  0.0023
41 H 0.86 4.05 -1.97  0.0003
42 H 0.00 2.73 -1.21  0.0139
43 H 2.95 0.25 -4.06  0.0002
44 H 2.39 -3.48 -3.08  -0.0001
45 H 0.70 -2.00 -5.15  0.0006
46 H 0.08 -2.98 -3.84  -0.0004
47 H 1.00 -3.75 -5.14  0.0000
48 H 3.24 -1.71 -5.42  -0.0001
49 H 3.57 -3.43 -5.22  0.0001
50 H 4.33 -2.26 -4.14  -0.0002
51 H 1.23 -3.54 -1.31  -0.0006
52 H -3.75 -3.52 -1.20  0.0001
53 H -0.11 -4.73 -2.11  0.0004
54 H -3.03 -5.17 -2.88  0.0001
55 H -1.62 -5.91 -3.64  0.0000
56 H -1.93 -4.16 -3.80  -0.0001
57 H -2.43 -5.98 -0.57  -0.0002
58 H -0.81 -5.73 0.07  0.0000
59 H -1.06 -6.86 -1.27  0.0001
60 H -3.65 -0.59 1.05  0.0011
61 H -4.31 0.06 -1.86  0.0000
62 H -3.34 1.06 -0.80  0.0011
63 H -5.06 0.83 -0.45  0.0002
64 H -5.45 -2.06 -0.90  0.0002
65 H -5.94 -1.17 0.54  -0.0001
66 H -4.99 -2.65 0.70  0.0002
67 H 3.08 -2.86 3.29  0.0003
68 H 3.69 -4.54 1.62  0.0004
69 H 1.56 -5.35 -0.41  0.0001
70 H 1.53 -5.72 1.32  0.0000
71 H 2.82 -6.37 0.29  0.0000
72 H 3.43 -3.75 -1.31  0.0008
73 H 4.68 -4.76 -0.58  0.0000
74 H 4.57 -3.04 -0.17  0.0000
75 H 2.25 0.32 3.52  -0.0012
76 H 0.99 -1.93 5.15  0.0000
77 H 1.57 -0.39 5.82  0.0000
78 H 2.71 -1.51 5.08  0.0001
79 H -0.71 -0.36 3.83  -0.0002
80 H -0.04 0.89 2.78  0.0275
81 H 0.11 1.03 4.53  0.0001
82 Br 0.54 5.95 3.77  0.0000
83 C 1.88 4.73 3.21  0.0022
84 C 3.17 4.89 3.66  0.0009
85 C 4.15 3.99 3.25  -0.0002
86 C 3.82 2.95 2.39  -0.0006
87 C 2.52 2.80 1.94  -0.0141
88 C 1.53 3.69 2.35  0.0023
89 C 2.19 1.63 1.04  -0.0102
90 O 3.06 0.87 0.67  0.0116
91 O 0.92 1.59 0.73  -0.1877
92 H 3.41 5.70 4.34  0.0001
93 H 5.17 4.11 3.60  -0.0001
94 H 4.57 2.24 2.05  0.0002
95 H 0.51 3.57 2.00  0.0049
96 O -1.53 1.21 1.00  0.0083
97 N -2.28 0.93 2.01  -0.0050
98 C -2.98 1.93 2.46  0.0194
99 C -3.84 1.69 3.57  -0.0046
100 N -4.54 1.51 4.47  0.0104
101 C -2.91 3.25 1.89  -0.0008
102 N -2.85 4.30 1.43  0.0092
103 F -1.34 0.61 -2.01  -0.0328
104 B -1.70 0.33 -3.40  0.0238
105 F -2.65 1.26 -3.79  -0.0008
106 F -2.21 -0.98 -3.44  -0.0003
107 F -0.54 0.42 -4.17  -0.0005

Its spin multiplicity is 5. The value obtained for the HOMO energy (spin up / spin down) is -6.6328 / -6.6262 eV. The value obtained for the electronic energy is -172332.718 eV. The total charge is -1. The energy above the lowest of the compared OMol25 structures with the same formula, charge and spin is 51.44 kJ/mol. As for the expectation value of S²: 6.052.



Record 4
C37H50BF5N3O8S4 | ωB97M-V/def2-TZVPD

Last column: Mulliken charge in e.
Geometry (Å):
1 C -4.53 -2.21 0.38  -1.0495
2 C -3.58 -1.69 -0.37  -0.6647
3 N -2.29 -1.42 0.19  1.6378
4 O -1.38 -2.44 0.36  -0.3181
5 C -0.80 -2.88 -0.89  -0.2912
6 C -1.35 -4.22 -1.42  -0.1719
7 C -2.15 -5.02 -0.39  -1.1225
8 O -2.10 -4.03 -2.61  -0.5859
9 C -1.89 -0.23 0.56  -1.6641
10 N -0.67 -0.10 1.12  -0.1159
11 C -0.40 1.17 1.78  0.3510
12 C 0.08 2.27 0.80  -0.2230
13 C 0.26 1.92 -0.69  -1.8023
14 C 1.65 1.55 -1.24  0.4392
15 C 1.92 0.03 -1.26  -1.1020
16 C 2.82 2.36 -0.68  -1.7679
17 S 1.12 0.61 2.79  1.4469
18 O 0.86 -0.61 3.49  -0.5812
19 O 2.13 0.57 1.77  -0.6687
20 C 1.83 1.87 4.03  0.6431
21 F 3.13 1.59 3.94  -0.2647
22 F 1.64 3.12 3.60  -0.2220
23 C 1.45 1.77 5.54  0.6550
24 F 0.35 2.47 5.81  -0.2113
25 F 2.46 2.30 6.24  -0.2709
26 F 1.28 0.51 5.93  -0.2143
27 C -1.66 1.53 2.64  0.7271
28 S -1.50 3.20 3.43  -0.3328
29 C -1.87 0.63 3.88  -2.4237
30 C -2.05 -0.89 3.77  -0.1486
31 C -1.84 -1.55 5.13  -1.2721
32 C -2.82 -1.12 6.22  -0.3018
33 C -2.48 -1.74 7.57  -0.3907
34 C -3.45 -1.34 8.67  -1.3210
35 C -2.93 1.65 1.67  0.7750
36 S -4.47 0.82 2.30  -0.4316
37 B -3.31 3.23 1.44  1.4431
38 O -2.58 4.00 0.55  -0.6099
39 O -4.38 3.70 2.10  -0.6634
40 C -4.69 5.09 2.04  -0.7614
41 N -2.68 0.89 0.44  -0.0064
42 S -3.22 1.37 -1.08  -0.2384
43 H -4.31 -2.78 1.28  0.2912
44 H -5.56 -2.11 0.08  0.3028
45 H -3.69 -1.53 -1.43  0.6593
46 H -0.94 -2.11 -1.66  0.2068
47 H 0.27 -2.97 -0.71  0.5120
48 H -0.50 -4.83 -1.72  0.5092
49 H -2.09 -6.08 -0.64  0.4089
50 H -3.20 -4.74 -0.39  0.1985
51 H -1.74 -4.91 0.62  0.2865
52 H -3.04 -3.93 -2.39  0.3576
53 H 0.10 -0.49 0.58  0.5890
54 H -0.63 3.09 0.84  0.3027
55 H 1.01 2.70 1.18  0.7381
56 H -0.07 2.81 -1.24  0.4102
57 H -0.44 1.14 -1.02  0.0841
58 H 1.60 1.82 -2.30  0.8230
59 H 2.38 -0.24 -2.21  0.4405
60 H 1.00 -0.55 -1.22  -0.1947
61 H 2.63 -0.29 -0.49  0.3458
62 H 3.45 1.76 -0.03  0.3625
63 H 3.46 2.70 -1.49  0.4009
64 H 2.50 3.26 -0.14  0.4199
65 H -0.62 3.79 2.62  0.2562
66 H -1.00 0.79 4.53  0.0055
67 H -2.70 1.04 4.46  1.1759
68 H -1.35 -1.36 3.08  0.1559
69 H -3.06 -1.15 3.44  0.4905
70 H -1.91 -2.63 5.01  0.6453
71 H -0.82 -1.34 5.47  0.1560
72 H -2.77 -0.03 6.38  0.2588
73 H -3.85 -1.35 5.94  0.3063
74 H -2.39 -2.83 7.50  0.4008
75 H -1.49 -1.36 7.86  0.2509
76 H -3.40 -0.26 8.86  0.3111
77 H -4.48 -1.60 8.43  0.3205
78 H -3.20 -1.82 9.61  0.4010
79 H -4.70 1.58 3.37  0.1722
80 H -3.00 4.13 -0.31  0.2733
81 H -5.54 5.26 2.69  0.2663
82 H -4.98 5.39 1.03  0.2896
83 H -3.86 5.70 2.39  0.2851
84 H -4.47 0.87 -1.05  0.2117
85 C 7.24 -1.38 -4.36  -0.5703
86 C 7.69 -2.14 -5.44  -0.4742
87 C 7.01 -2.10 -6.64  -0.6234
88 C 5.87 -1.32 -6.78  0.3172
89 C 5.41 -0.58 -5.69  0.2016
90 C 6.10 -0.60 -4.49  -0.5449
91 C 4.17 0.24 -5.80  0.6107
92 O 3.76 0.89 -4.85  -0.6963
93 C 3.43 0.23 -7.09  0.1926
94 C 2.25 0.95 -7.20  -0.5275
95 C 1.56 0.96 -8.40  -0.5203
96 C 2.05 0.26 -9.50  -0.4989
97 C 3.23 -0.46 -9.40  -0.5975
98 C 3.92 -0.48 -8.19  0.2658
99 C 5.17 -1.29 -8.09  0.4997
100 O 5.60 -1.89 -9.05  -0.6499
101 H 7.77 -1.40 -3.42  0.4057
102 H 8.58 -2.75 -5.33  0.4050
103 H 7.36 -2.68 -7.49  0.4854
104 H 5.73 -0.01 -3.66  0.5321
105 H 1.88 1.49 -6.35  0.5026
106 H 0.63 1.52 -8.49  0.4083
107 H 1.51 0.28 -10.44  0.3983
108 H 3.62 -1.01 -10.24  0.4859

The value obtained for the HOMO energy is -11.2110 eV. The value obtained for the electronic energy is -117627.160 eV. The total charge is +1.